{"formula": "C4H7NO", "method": "ωB97M-V with the def2-TZVPD basis set", "total_energy_ha": -286.531470, "homo_ev": -10.08, "e_lumo_ev": 0.53, "smiles": "[H]/N=C\\C=C.C=O", "relative_energy_kcal_mol": 62.9, "species": ["C", "O", "C", "C", "N", "C", "H", "H", "H", "H", "H", "H", "H"], "coordinates": [[-1.60552, -1.46461, -0.11963], [-0.74491, -2.19097, 0.31245], [1.69601, -0.17442, 0.32964], [1.00264, 0.91738, 0.65433], [-0.55716, 1.10701, -1.25042], [-0.25524, 1.30043, -0.02659], [-2.25896, -0.86438, 0.54547], [-1.79549, -1.34395, -1.20297], [2.61080, -0.43682, 0.85416], [1.35286, -0.86931, -0.43609], [1.32886, 1.54914, 1.47983], [0.24093, 0.68332, -1.73558], [-1.01482, 1.78720, 0.59541]], "atomic_forces_ev_per_a": [[0.2, -0.2, 0.1], [-0.4, 0.3, -0.2], [-0.1, 0.1, 0.1], [0.2, -0.2, -0.1], [0.2, 0.0, 0.4], [-0.1, 0.0, -0.2], [0.1, -0.1, 0.0], [0.0, -0.1, 0.1], [-0.2, 0.1, -0.1], [0.1, 0.2, 0.2], [-0.1, -0.1, -0.1], [-0.1, 0.0, 0.0], [0.1, 0.0, -0.1]]}

{"formula": "C4H7NO", "method": "ωB97M-V with the def2-TZVPD basis set", "total_energy_ha": -286.555623, "homo_ev": -8.88, "e_lumo_ev": 0.93, "smiles": "CN1CC(=O)C1", "relative_energy_kcal_mol": 47.7, "species": ["C", "N", "C", "C", "O", "C", "H", "H", "H", "H", "H", "H", "H"], "coordinates": [[-1.66193, -0.17748, -0.23358], [-0.25206, 0.00955, -0.47868], [0.49950, 1.13787, 0.07510], [1.64222, 0.16079, 0.34543], [2.77590, 0.26316, 0.71934], [0.73859, -0.99554, -0.08191], [-2.12489, -0.68311, -1.08909], [-1.87830, -0.77555, 0.66897], [-2.15494, 0.79519, -0.11955], [0.72334, 1.92034, -0.65923], [0.10524, 1.59972, 0.99401], [0.45747, -1.64823, 0.76365], [1.12986, -1.60673, -0.90445]], "atomic_forces_ev_per_a": [[-0.1, 0.0, 0.0], [-0.1, 0.0, -0.2], [0.1, 0.3, 0.0], [0.5, 0.1, 0.2], [-0.6, -0.1, -0.2], [0.1, -0.2, 0.0], [0.0, 0.0, 0.2], [0.1, 0.1, -0.1], [0.1, -0.2, -0.1], [0.0, 0.0, 0.2], [0.0, -0.1, -0.1], [0.0, 0.1, -0.1], [-0.1, 0.0, 0.2]]}

{"formula": "C4H7NO", "method": "ωB97M-V with the def2-TZVPD basis set", "total_energy_ha": -286.556279, "homo_ev": -9.72, "e_lumo_ev": 1.09, "smiles": "O=CC[C@H]1CN1", "relative_energy_kcal_mol": 47.3, "species": ["O", "C", "C", "C", "C", "N", "H", "H", "H", "H", "H", "H", "H"], "coordinates": [[1.29234, -1.84916, 0.95109], [0.24288, -1.42693, 1.37719], [-0.33914, -0.08597, 1.00604], [0.32894, 0.52902, -0.19687], [-0.14994, 0.23209, -1.56329], [-0.46261, 1.51291, -0.92799], [-0.35370, -2.02812, 2.09707], [-0.24816, 0.56972, 1.88554], [-1.41736, -0.18652, 0.82988], [1.39759, 0.70690, -0.08846], [-1.00331, -0.42870, -1.70413], [0.58260, 0.20494, -2.36710], [0.12986, 2.24982, -1.29898]], "atomic_forces_ev_per_a": [[-0.5, 0.1, 0.2], [0.3, -0.1, -0.1], [0.0, 0.0, -0.1], [0.2, -0.1, 0.1], [0.0, -0.2, -0.2], [0.0, 0.3, 0.0], [0.1, 0.1, -0.1], [0.0, -0.1, -0.1], [0.1, 0.0, 0.0], [-0.2, 0.0, 0.0], [0.1, 0.1, 0.0], [-0.1, 0.0, 0.1], [-0.1, -0.1, 0.0]]}

What did the third record say?
{"formula": "C4H7NO", "method": "ωB97M-V with the def2-TZVPD basis set", "total_energy_ha": -286.556279, "homo_ev": -9.72, "e_lumo_ev": 1.09, "smiles": "O=CC[C@H]1CN1", "relative_energy_kcal_mol": 47.3, "species": ["O", "C", "C", "C", "C", "N", "H", "H", "H", "H", "H", "H", "H"], "coordinates": [[1.29234, -1.84916, 0.95109], [0.24288, -1.42693, 1.37719], [-0.33914, -0.08597, 1.00604], [0.32894, 0.52902, -0.19687], [-0.14994, 0.23209, -1.56329], [-0.46261, 1.51291, -0.92799], [-0.35370, -2.02812, 2.09707], [-0.24816, 0.56972, 1.88554], [-1.41736, -0.18652, 0.82988], [1.39759, 0.70690, -0.08846], [-1.00331, -0.42870, -1.70413], [0.58260, 0.20494, -2.36710], [0.12986, 2.24982, -1.29898]], "atomic_forces_ev_per_a": [[-0.5, 0.1, 0.2], [0.3, -0.1, -0.1], [0.0, 0.0, -0.1], [0.2, -0.1, 0.1], [0.0, -0.2, -0.2], [0.0, 0.3, 0.0], [0.1, 0.1, -0.1], [0.0, -0.1, -0.1], [0.1, 0.0, 0.0], [-0.2, 0.0, 0.0], [0.1, 0.1, 0.0], [-0.1, 0.0, 0.1], [-0.1, -0.1, 0.0]]}

Please write out number 2 again, unchanged.
{"formula": "C4H7NO", "method": "ωB97M-V with the def2-TZVPD basis set", "total_energy_ha": -286.555623, "homo_ev": -8.88, "e_lumo_ev": 0.93, "smiles": "CN1CC(=O)C1", "relative_energy_kcal_mol": 47.7, "species": ["C", "N", "C", "C", "O", "C", "H", "H", "H", "H", "H", "H", "H"], "coordinates": [[-1.66193, -0.17748, -0.23358], [-0.25206, 0.00955, -0.47868], [0.49950, 1.13787, 0.07510], [1.64222, 0.16079, 0.34543], [2.77590, 0.26316, 0.71934], [0.73859, -0.99554, -0.08191], [-2.12489, -0.68311, -1.08909], [-1.87830, -0.77555, 0.66897], [-2.15494, 0.79519, -0.11955], [0.72334, 1.92034, -0.65923], [0.10524, 1.59972, 0.99401], [0.45747, -1.64823, 0.76365], [1.12986, -1.60673, -0.90445]], "atomic_forces_ev_per_a": [[-0.1, 0.0, 0.0], [-0.1, 0.0, -0.2], [0.1, 0.3, 0.0], [0.5, 0.1, 0.2], [-0.6, -0.1, -0.2], [0.1, -0.2, 0.0], [0.0, 0.0, 0.2], [0.1, 0.1, -0.1], [0.1, -0.2, -0.1], [0.0, 0.0, 0.2], [0.0, -0.1, -0.1], [0.0, 0.1, -0.1], [-0.1, 0.0, 0.2]]}